C12H13Cl3O2 as an isolated structure. Source: the OMol25 dataset; level of theory: the ωB97M-V functional and the def2-TZVPD basis.

```
30
Properties=species:S:1:pos:R:3:lowdin_charge:R:1
O -0.60 -1.89 -0.87 0.002
Cl 0.30 1.29 -4.72 0.578
Cl -1.52 -0.28 -3.08 0.631
Cl -0.52 2.21 -2.34 0.640
O 2.41 0.47 -2.68 -0.065
C -0.21 -0.90 -0.18 -0.252
C -2.49 -0.03 3.37 -0.079
C -1.06 0.04 3.45 -0.056
C -3.19 -0.32 2.19 -0.063
C -0.36 -0.16 2.27 -0.062
C -2.39 -0.44 1.01 -0.015
C -0.99 -0.48 1.08 -0.140
C 2.18 -1.10 -0.23 -0.029
C 1.34 1.25 -0.12 -0.077
C -0.02 0.70 -3.04 -1.450
C 1.13 -0.11 -2.35 -0.359
C 1.06 -0.17 -0.73 -0.368
H 2.27 1.11 -3.41 0.046
H -3.19 0.11 4.15 0.086
H -0.59 0.28 4.40 0.102
H -4.27 -0.43 2.05 0.107
H 0.78 -0.23 2.33 0.126
H -2.99 -0.68 0.11 0.118
H 3.21 -0.81 -0.62 0.113
H 2.38 -1.09 0.88 0.103
H 1.92 -2.04 -0.56 0.056
H 2.28 1.64 -0.47 0.083
H 0.55 1.97 -0.14 0.025
H 1.43 1.27 0.93 0.049
H 1.16 -1.16 -2.68 0.151
```

## Properties
highest occupied orbital energy: -9.59 eV
energy above the lowest of the compared OMol25 structures with the same formula, charge and spin: 1.953 eV
charge: 0
frontier orbital gap: 9.9 eV
calculated total energy: -54315.29432 eV
E_LUMO: 0.30 eV
maximum force: 4.02 eV Å⁻¹